[1]
The following is a quantum chemistry calculation of a 3-piece molecular cluster, C5H13NO2 overall, from the OMol25 dataset.

```
21
Properties=species:S:1:pos:R:3:lowdin_charge:R:1
C -1.719 2.148 0.101 -0.08
C -0.288 1.783 0.511 -0.25
C 0.174 0.526 -0.022 -0.42
C 0.249 -0.562 0.773 0.11
C 0.232 1.198 -2.326 -0.02
N 0.668 0.488 -1.338 0.03
H -2.186 1.234 -0.168 0.06
H -2.341 2.724 0.687 0.04
H -1.616 2.620 -0.946 0.07
H -0.296 2.069 1.557 0.11
H 0.491 2.594 0.247 0.14
H -0.116 -0.519 1.727 0.05
H 0.579 -1.402 0.378 0.02
H 0.519 0.725 -3.273 0.06
H -0.544 2.041 -2.462 0.09
H -2.955 -5.703 0.431 0.12
H -2.170 -4.767 -0.776 0.00
O -2.431 -4.826 0.133 -0.12
H 4.102 -0.151 1.622 0.00
H 2.712 0.218 1.010 0.03
O 3.337 0.368 1.755 -0.06
```

Its HOMO energy is -9.20 eV. The SMILES is C=NC(=C)CC.O.O. For the calculated total energy, the calculation gives -10977.602 eV. As for the energy above the lowest of the compared OMol25 structures with the same formula, charge and spin: 98.63 kcal/mol. The calculation puts the HOMO-LUMO gap at 9.67 eV. The value obtained for the molecular weight is 119.16 g/mol.

---

[2]
The following is a quantum chemistry calculation of a 2-piece molecular cluster, C5H13NO2 overall, from the OMol25 dataset.

```
21
Properties=species:S:1:pos:R:3:lowdin_charge:R:1
C 0.681 1.641 2.001 -0.10
C 0.837 0.137 1.705 -0.24
C 1.100 -0.281 0.237 -0.12
C 0.054 0.393 -0.625 -0.54
N -1.205 -0.060 -0.799 0.04
C -1.650 -1.330 -0.145 -0.04
O 0.495 1.319 -1.315 0.01
H 0.463 1.871 3.033 0.07
H -0.251 2.011 1.515 0.08
H 1.457 2.235 1.546 0.07
H 1.481 -0.318 2.462 0.11
H -0.200 -0.179 1.888 0.08
H 1.099 -1.394 0.164 0.11
H 2.128 -0.045 -0.063 0.12
H -1.725 0.247 -1.606 0.14
H -0.915 -2.099 -0.278 0.07
H -2.565 -1.654 -0.626 0.09
H -1.717 -1.121 0.917 0.07
H -0.167 -1.181 -3.233 0.04
H 0.596 0.145 -3.089 0.01
O 0.005 -0.335 -3.689 -0.07
```

Its HOMO energy is -9.62 eV. The SMILES is CCCC(=O)NC.O. For the calculated total energy, the calculation gives -10980.755 eV. As for the energy above the lowest of the compared OMol25 structures with the same formula, charge and spin: 25.93 kcal/mol. The calculation puts the HOMO-LUMO gap at 10.24 eV. The value obtained for the molecular weight is 119.16 g/mol.